Entry from the Open Molecules 2025 dataset: C20H25ClMnN4S as an isolated structure in a non-equilibrium geometry (ωB97M-V/def2-TZVPD).

Each line ends with the Löwdin spin population.
CARTESIAN COORDINATES (ANGSTROEM)
H: 2.33 -0.58 -1.98  0.000
Mn: -0.40 0.42 -0.66  1.040
C: 0.56 2.55 1.46  -0.001
Cl: -1.47 2.25 -3.10  0.005
C: -1.92 -3.32 -3.30  -0.002
C: -0.82 -1.08 4.62  0.000
H: -2.60 -3.93 4.09  0.000
C: 1.82 1.67 1.57  0.000
H: -2.81 0.60 -2.17  0.000
H: 2.88 2.70 -0.77  0.000
H: -2.42 -4.10 -3.85  0.000
C: -1.48 -2.19 -1.22  -0.003
H: 3.65 0.62 -2.05  0.000
N: 0.07 2.64 0.09  -0.003
H: 0.18 3.77 -1.64  0.000
H: 1.34 1.31 -2.76  0.000
H: 2.68 2.27 1.26  0.000
H: 1.22 4.39 -0.32  0.000
C: -2.10 1.31 -1.71  -0.015
H: 3.22 -0.89 0.11  0.000
C: 2.94 0.15 -0.04  0.000
H: 0.79 3.54 1.88  0.000
H: -0.16 0.29 3.11  0.000
C: -0.59 -1.27 -1.87  -0.019
H: 3.78 0.77 0.30  0.000
H: -2.84 -3.84 -1.44  0.000
C: 2.04 2.73 -1.45  0.000
S: -2.43 -3.37 1.13  0.000
C: -1.51 -2.25 4.91  0.000
C: -2.07 -3.01 3.89  0.000
H: -0.87 3.04 0.12  0.000
N: -1.12 -1.11 0.93  0.002
C: -0.43 -1.44 -3.24  -0.004
H: -0.25 2.11 2.05  0.000
C: -0.69 -0.63 3.32  0.000
C: -1.04 -2.47 -3.95  -0.001
N: 1.74 0.47 0.73  -0.002
H: 0.23 -0.78 -3.79  0.000
H: 2.36 3.29 -2.34  0.000
H: 1.96 1.41 2.62  0.000
C: -1.64 -2.09 0.19  0.003
H: -2.69 2.04 -1.13  -0.001
C: -2.15 -3.18 -1.95  -0.001
C: 2.70 0.36 -1.56  -0.001
H: -1.60 -2.59 5.93  0.000
C: 0.85 3.48 -0.82  0.000
H: -0.38 -0.51 5.42  0.000
C: -1.23 -1.37 2.26  0.000
C: -1.92 -2.57 2.59  0.000
H: -0.82 -2.60 -5.00  0.000
H: 1.47 -0.33 1.31  0.000
N: 1.66 1.35 -1.79  0.004

As for the spin multiplicity: 2. The frontier orbital gap (spin up / spin down) comes out at 7.155 / 6.695 eV. As for the expectation value of S²: 0.766. The largest force on an atom comes out at 2.23 eV/Å. The HOMO energy (spin up / spin down) comes out at -6.97 / -6.50 eV.

=====

Entry from the Open Molecules 2025 dataset: C20H25CoN3O2SSi as an isolated structure (ωB97M-V/def2-TZVPD).

Each line ends with the Löwdin spin population.
CARTESIAN COORDINATES (ANGSTROEM)
C: 3.63 1.67 -0.78  0.126
O: -0.01 1.52 -0.41  0.078
C: 0.52 -5.61 -0.09  -0.001
C: 3.83 3.00 -1.01  0.003
C: 3.15 -2.42 -1.77  0.012
O: -1.30 -0.32 1.45  0.038
H: 2.64 -5.60 -0.37  0.000
C: -3.21 3.13 -1.13  0.000
S: -1.00 -2.17 -1.24  0.156
H: 2.14 -2.60 -2.12  0.000
C: 2.73 3.88 -1.04  0.203
C: 1.89 -6.15 0.21  0.000
H: 5.34 -2.09 0.73  0.000
Si: 3.15 -1.55 -0.14  0.034
C: 1.43 3.42 -0.85  -0.012
N: 0.42 -4.32 -0.44  0.010
H: 1.28 -2.26 1.40  0.005
H: 2.89 4.94 -1.22  0.010
H: 1.96 -7.21 -0.02  0.000
H: -2.00 -0.99 1.42  0.002
H: -1.73 0.54 1.54  0.002
H: 2.50 -3.50 1.28  0.002
C: 1.23 2.08 -0.61  0.140
H: -0.57 3.01 1.69  0.000
C: -0.61 -6.40 0.02  0.008
H: -1.89 1.79 -2.19  0.000
C: -3.41 3.86 0.04  0.001
C: -1.15 2.35 -0.27  0.003
N: -1.94 -4.53 -0.58  0.013
H: 4.47 0.99 -0.77  0.005
C: -1.32 3.05 0.91  0.002
H: 4.83 3.38 -1.17  -0.003
Co: 0.12 -0.64 -0.09  2.661
C: -2.47 3.82 1.06  0.000
H: -2.63 4.38 1.97  0.000
C: 4.90 -1.15 0.36  0.001
C: 2.32 1.14 -0.56  0.075
H: 5.52 -0.81 -0.48  0.000
C: -2.07 2.37 -1.29  0.001
C: 2.36 -2.41 1.32  0.019
H: -3.95 3.16 -1.92  0.000
H: -0.54 -7.45 0.30  0.000
N: 2.04 -0.14 -0.35  0.392
H: 0.59 4.11 -0.89  -0.004
H: 2.80 -2.03 2.25  0.000
H: 2.12 -6.02 1.27  0.000
C: -0.80 -3.85 -0.68  0.018
H: 3.69 -1.82 -2.51  0.000
H: -2.75 -6.37 -0.16  0.000
H: 3.66 -3.39 -1.68  0.002
H: -4.31 4.46 0.15  0.000
H: 4.96 -0.42 1.17  0.000
C: -1.83 -5.81 -0.23  -0.001

As for the spin multiplicity: 5. The frontier orbital gap (spin up / spin down) comes out at 8.724 / 5.760 eV. As for the expectation value of S²: 6.050. The total charge is +1. The largest force on an atom comes out at 0.62 eV/Å. The HOMO energy (spin up / spin down) comes out at -11.01 / -11.11 eV.

=====

Entry from the Open Molecules 2025 dataset: C20H25F6HoN2O4S2 as an isolated structure (ωB97M-V/def2-TZVPD).

Each line ends with the Löwdin spin population.
CARTESIAN COORDINATES (ANGSTROEM)
C: -0.37 -1.89 3.12  0.000
H: 5.47 2.37 -0.67  0.000
F: -0.56 -2.80 -1.05  0.000
O: -1.08 -0.50 -2.17  -0.003
S: 1.69 -0.64 -2.67  0.000
C: 1.79 2.09 0.39  -0.001
H: 0.15 -1.40 3.93  0.000
H: -1.32 -3.55 1.45  0.000
C: -0.87 0.45 2.25  -0.003
O: 1.75 -1.46 -1.43  -0.003
C: 3.33 -0.71 -3.57  0.000
H: -3.95 -2.20 -0.45  0.000
H: -4.65 -0.60 -0.42  0.000
H: 0.75 2.05 0.74  0.000
H: -2.90 -3.19 2.12  0.000
C: -1.58 1.30 1.36  -0.002
C: -2.23 -2.98 1.28  0.000
C: 4.43 2.29 -0.37  0.000
H: 1.56 4.09 -0.38  0.000
H: -0.64 1.47 4.12  0.000
O: 1.37 0.72 -2.24  -0.001
C: -2.66 -0.65 0.34  -0.002
H: 0.57 1.92 2.95  0.000
C: -0.83 -3.07 -2.37  0.000
F: 3.24 0.06 -4.63  0.000
F: 3.57 -1.96 -3.88  0.000
N: 2.11 -0.18 1.19  -0.004
C: -1.97 -1.49 1.23  -0.002
O: -1.66 -1.51 -4.37  0.000
H: -2.69 -3.36 0.38  0.000
H: -1.00 3.29 0.65  0.000
H: -1.04 3.13 2.41  0.000
H: -4.13 1.88 -0.23  0.000
C: -0.01 1.08 3.32  0.000
F: 0.05 -3.93 -2.81  0.000
S: -0.76 -1.44 -3.29  0.000
H: -3.46 -0.99 -1.64  0.000
F: -2.05 -3.55 -2.43  0.000
H: 3.93 4.26 -1.06  0.000
N: 0.74 -1.25 -3.75  0.000
H: -1.10 -2.56 3.58  0.000
C: 3.56 3.36 -0.59  0.000
C: 2.66 1.04 0.63  -0.001
C: -3.13 1.64 -0.61  0.000
C: -1.05 -0.94 2.17  -0.003
H: -3.26 1.16 -1.57  0.000
H: 2.75 -0.96 1.04  0.000
C: -2.42 0.75 0.37  -0.001
H: -2.53 3.21 1.49  0.000
C: 3.99 1.13 0.23  0.000
F: 4.24 -0.25 -2.73  0.000
H: 1.97 -0.09 2.20  0.000
Ho: 0.12 -0.26 -0.28  4.028
C: -3.72 -1.15 -0.59  0.000
H: 0.35 -2.54 2.61  0.000
H: 4.67 0.30 0.41  0.000
C: 2.24 3.26 -0.21  0.000
H: 0.68 0.39 3.79  0.000
C: -1.52 2.81 1.49  0.000
H: -2.61 2.58 -0.76  0.000

As for the spin multiplicity: 5. The frontier orbital gap (spin up / spin down) comes out at 8.699 / 8.352 eV. As for the expectation value of S²: 6.004. The total charge is +2. The largest force on an atom comes out at 0.83 eV/Å. The HOMO energy (spin up / spin down) comes out at -15.55 / -15.55 eV.

=====

Entry from the Open Molecules 2025 dataset: C20H25GeInN4O4S as an isolated structure (ωB97M-V/def2-TZVPD).

Each line ends with the Löwdin charge.
CARTESIAN COORDINATES (ANGSTROEM)
C: 2.58 -1.46 -0.34  -0.556
C: -2.34 -0.83 5.75  -0.189
H: 1.50 -0.64 3.24  0.122
C: -0.26 -0.78 4.44  -0.032
H: -0.22 2.36 -2.33  -0.010
H: 0.19 -4.75 2.00  0.118
H: -1.10 -1.87 -1.65  -0.010
In: 0.69 1.03 -0.23  0.774
C: -1.10 -1.68 -2.72  -0.201
O: -3.04 -1.16 1.65  0.147
H: -2.77 1.48 4.49  0.120
H: -3.20 1.86 -2.46  0.025
H: 2.25 -3.91 0.81  0.128
H: -1.81 -3.24 2.13  0.128
H: -1.34 1.57 -5.24  0.018
C: 3.49 2.76 -1.97  -0.903
H: -1.89 -2.27 -3.18  0.023
N: 3.77 1.48 -2.20  0.120
H: -0.24 0.18 -5.36  0.017
C: 0.22 -3.76 1.56  -0.009
H: 4.33 1.19 -2.99  0.117
N: 4.01 3.67 -2.82  0.087
H: -3.32 0.40 -1.48  -0.006
H: 3.37 0.75 -1.60  0.034
H: 2.10 1.33 1.92  0.058
C: -1.47 -0.19 4.80  -0.245
H: 4.64 3.41 -3.57  0.104
H: 3.80 4.63 -2.66  0.089
H: 0.99 2.72 1.82  0.040
C: -1.02 1.61 3.26  -0.040
H: 0.04 -1.71 4.91  0.121
H: -3.71 -0.46 1.61  0.149
C: -3.13 0.77 -2.48  -0.213
C: 1.05 1.63 1.84  -0.211
C: -1.84 1.02 4.20  -0.033
O: 3.49 -2.23 -0.60  0.079
C: 0.56 -0.17 3.50  -0.044
H: -1.99 -0.06 -5.54  0.017
O: 2.52 -0.20 -0.58  -0.134
N: -3.04 -1.34 6.51  0.145
H: -3.89 0.39 -3.16  0.020
C: 1.35 -2.03 0.37  -0.145
C: -0.81 -1.68 1.05  -0.192
C: -0.90 -2.93 1.63  0.026
H: -0.14 -2.02 -3.12  0.027
Ge: -1.35 0.23 -3.08  0.722
C: -1.22 0.51 -5.01  -0.229
H: -1.33 2.53 2.79  0.124
C: 1.35 -3.31 0.91  0.038
N: 0.28 -1.25 0.44  0.123
S: 2.53 3.26 -0.67  0.653
C: 0.04 1.30 -2.25  -0.390
H: 0.97 1.16 -2.81  -0.017
O: -1.89 0.36 0.48  0.068
C: 0.19 1.02 2.88  -0.310
C: -1.95 -0.70 1.05  -0.460

The frontier orbital gap comes out at 7.621 eV. The largest force on an atom comes out at 0.68 eV/Å. The HOMO energy comes out at -8.28 eV.

=====

Entry from the Open Molecules 2025 dataset: C20H25IrN2O2S2 as an isolated structure (ωB97M-V/def2-TZVPD).

Each line ends with the Löwdin spin population.
CARTESIAN COORDINATES (ANGSTROEM)
H: -4.47 0.79 -1.36  0.000
Ir: -0.98 0.36 0.99  0.101
C: -2.32 2.13 -0.28  0.010
H: -1.50 2.83 -0.15  0.004
H: -1.20 -2.68 1.67  0.000
C: 1.26 -1.03 2.76  0.006
H: -2.88 2.45 -2.25  0.000
H: -1.45 2.76 -3.84  0.000
H: 3.16 -1.76 -0.57  0.000
H: 2.11 0.44 -4.23  0.000
H: -3.66 0.17 -2.80  0.000
H: 0.79 -2.72 -3.34  0.000
S: -1.73 0.94 3.10  0.327
H: 0.26 -2.67 -1.67  0.000
C: 1.91 -2.39 2.72  0.000
O: 0.19 -1.14 1.77  0.005
C: 1.13 -2.57 -2.31  0.000
H: 0.66 2.27 -5.03  0.000
H: 1.66 -0.99 0.00  0.000
C: 0.26 2.67 2.77  0.131
H: 0.09 -2.71 0.43  0.000
C: 2.42 -0.98 -0.79  0.000
H: -3.24 2.53 0.15  0.001
C: 1.80 -1.20 -2.17  0.000
C: -0.79 1.98 -3.48  0.000
S: 0.57 1.95 1.27  0.241
H: 1.06 -4.27 1.98  0.000
C: 0.87 -0.07 -2.58  0.000
C: 1.12 3.75 3.14  0.006
H: 0.20 -3.57 3.35  0.000
C: -0.76 2.22 3.59  0.082
C: -1.01 2.81 4.87  0.000
C: -0.14 -2.54 1.48  0.001
C: -0.30 0.26 -1.88  0.001
N: 1.81 4.63 3.42  0.045
C: -2.48 1.60 -1.69  0.000
H: 1.84 -3.37 -2.07  0.000
H: 2.40 -2.62 3.67  0.000
C: -1.15 1.26 -2.34  0.001
C: 0.39 1.71 -4.16  0.000
N: -1.21 3.27 5.90  0.013
C: 0.74 -3.33 2.44  0.000
H: 2.65 -2.44 1.93  0.000
H: -2.34 1.21 0.45  0.003
H: 2.94 -0.02 -0.75  0.000
H: 2.62 -1.19 -2.89  0.000
H: 1.91 -0.22 2.45  0.004
O: -0.55 -0.44 -0.73  0.011
H: -3.18 -0.41 -1.22  0.000
C: 1.20 0.68 -3.70  0.000
C: -3.51 0.47 -1.76  0.000
H: 0.81 -0.80 3.73  0.003

As for the spin multiplicity: 2. The frontier orbital gap (spin up / spin down) comes out at 6.055 / 4.958 eV. As for the expectation value of S²: 0.766. The total charge is +1. The largest force on an atom comes out at 0.52 eV/Å. The HOMO energy (spin up / spin down) comes out at -11.51 / -11.51 eV.

=====

Entry from the Open Molecules 2025 dataset: a single C20H25N3O3 molecule in a non-equilibrium geometry (ωB97M-V/def2-TZVPD).

Each line ends with the Löwdin charge.
CARTESIAN COORDINATES (ANGSTROEM)
H: -2.09 5.24 -8.02  0.093
C: -1.48 0.71 0.36  -0.142
C: -2.60 3.96 -0.73  0.060
H: 3.91 -1.62 5.02  0.074
C: 2.13 -3.48 4.02  -0.203
H: -3.38 6.31 -1.78  0.115
H: 3.45 -4.63 5.28  0.103
O: -1.25 -0.48 2.38  0.077
C: -2.57 4.34 -2.08  -0.153
C: 2.75 -3.95 2.70  -0.220
N: 1.74 -4.06 1.66  -0.240
C: -2.15 2.70 -0.41  -0.129
H: 3.00 -4.70 0.06  0.088
H: 1.62 -1.97 1.79  0.117
O: -2.47 5.51 -6.07  -0.078
C: -1.68 1.87 -1.48  -0.267
H: 4.86 -2.71 6.03  0.067
C: -0.23 -2.74 1.03  -0.148
H: 3.18 -4.94 2.86  0.120
C: -3.01 5.61 -2.52  -0.027
O: -1.28 0.67 -1.00  0.109
H: -0.95 4.40 -6.94  0.097
C: 2.10 -4.99 0.62  -0.101
C: -2.47 5.04 -4.80  -0.273
C: -2.00 1.90 0.76  0.079
H: -2.60 3.75 -7.17  0.097
N: -1.63 2.19 -2.74  0.204
H: 1.74 -2.59 0.14  0.121
N: -0.70 -1.52 0.43  0.076
C: -2.96 5.95 -3.83  0.003
C: -2.00 4.66 -7.10  -0.083
H: 2.27 -5.97 1.06  0.083
H: -0.57 -1.38 -0.56  0.141
H: -2.25 2.17 1.77  0.129
C: 4.26 -2.65 5.13  -0.115
H: -0.58 -3.59 0.44  0.120
C: 3.08 -3.60 5.21  -0.269
H: -3.29 6.92 -4.18  0.118
H: 1.25 -4.10 4.20  0.115
C: -2.07 3.42 -3.05  -0.207
H: -1.65 3.07 -5.10  0.110
C: -2.03 3.80 -4.41  0.042
H: 1.27 -5.08 -0.08  0.079
H: 4.90 -2.88 4.28  0.062
H: -2.97 4.64 0.03  0.127
H: 2.52 -3.40 6.12  0.103
C: 1.31 -2.78 1.13  -0.188
H: 1.79 -2.45 3.94  0.106
H: -0.65 -2.81 2.03  0.123
H: 3.57 -3.27 2.40  0.121
C: -1.13 -0.47 1.17  -0.439

Its SMILES is CCCCN(C)CCNC(=O)c1cc2cc3ccc(OC)cc3nc2o1. The frontier orbital gap comes out at 7.921 eV. The largest force on an atom comes out at 1.49 eV/Å. The HOMO energy comes out at -8.12 eV.

=====

Entry from the Open Molecules 2025 dataset: a single C20H25N3O3S molecule in a non-equilibrium geometry (ωB97M-V/def2-TZVPD).

Each line ends with the Löwdin charge.
CARTESIAN COORDINATES (ANGSTROEM)
C: -7.00 0.57 -0.48  -0.017
O: -1.34 1.99 1.88  0.062
N: -4.94 -0.61 -0.31  0.087
C: -1.23 -1.54 0.97  -0.013
C: 6.12 0.57 -0.29  -0.196
H: -4.74 1.52 2.10  0.128
C: 4.10 2.01 -0.83  -0.183
N: -3.05 0.68 1.21  0.061
C: -0.82 -0.24 1.24  -0.101
C: -7.67 -0.61 -0.70  -0.061
C: -5.59 -1.74 -0.51  -0.127
H: -3.37 -0.15 0.73  0.078
H: 5.67 0.68 0.70  0.095
H: -2.28 -1.79 0.94  0.103
C: 1.46 -0.97 1.09  -0.249
H: -0.63 -3.55 0.57  0.107
H: -7.52 1.51 -0.46  0.111
N: 3.45 -0.40 -0.55  -0.245
C: 0.55 0.03 1.31  0.003
C: 1.05 -2.26 0.81  -0.050
C: -1.75 0.92 1.47  -0.445
H: 2.13 1.16 -0.67  0.112
H: 4.26 -2.22 -1.02  0.114
C: 4.48 -1.17 -1.21  -0.198
H: 4.07 2.25 0.23  0.100
C: 5.92 -0.87 -0.77  -0.181
H: -7.45 -2.75 -0.89  0.102
H: 0.88 1.03 1.55  0.123
O: 3.45 0.58 1.82  -0.270
H: 2.96 0.75 -2.18  0.129
C: -4.05 1.72 1.27  -0.163
O: 3.93 -1.81 1.46  -0.271
H: 6.14 2.54 -1.14  0.108
H: -8.74 -0.61 -0.86  0.108
C: 3.10 0.89 -1.10  -0.194
C: -5.62 0.54 -0.29  -0.280
H: 6.59 -1.08 -1.60  0.110
H: 4.36 -1.00 -2.29  0.123
H: 3.78 2.89 -1.40  0.112
C: -0.30 -2.55 0.77  -0.056
H: 1.80 -3.03 0.66  0.114
H: 6.17 -1.53 0.06  0.102
H: 5.58 1.30 -2.25  0.113
H: -4.98 -2.63 -0.51  0.108
C: 5.54 1.64 -1.22  -0.191
C: -4.82 1.79 -0.05  -0.112
H: -3.53 2.67 1.47  0.120
C: -6.96 -1.80 -0.72  -0.063
S: 3.22 -0.62 1.08  0.681
H: -4.11 1.92 -0.87  0.128
H: 7.20 0.73 -0.18  0.110
H: -5.49 2.65 -0.03  0.113

Its SMILES is O=C(NCCc1ccccn1)c1cccc(S(=O)(=O)N2CCCCCC2)c1. The frontier orbital gap comes out at 9.532 eV. The largest force on an atom comes out at 1.07 eV/Å. The HOMO energy comes out at -9.00 eV.

=====

Entry from the Open Molecules 2025 dataset: C20H25N3O4S2 as an isolated structure in a non-equilibrium geometry (ωB97M-V/def2-TZVPD).

Each line ends with the Löwdin charge.
CARTESIAN COORDINATES (ANGSTROEM)
H: -0.09 3.11 2.41  0.219
H: 0.07 0.97 -1.98  0.195
H: -2.86 -3.33 2.73  0.112
H: 2.38 1.17 -1.54  0.099
H: -1.29 -3.36 -2.04  0.118
C: -0.19 2.98 0.30  -0.754
H: 2.81 -3.07 -0.31  0.168
C: -2.19 -2.38 2.60  -0.365
S: -0.34 -2.79 2.48  0.837
H: -0.21 5.21 -1.30  0.135
O: -3.36 -0.28 2.36  0.096
H: -3.45 -3.57 -0.06  0.167
H: -1.58 0.73 -0.78  0.113
O: 0.85 3.55 0.14  0.065
H: -3.00 -2.43 -2.22  0.115
C: 1.39 3.94 -0.90  -0.303
H: 2.52 4.03 -0.84  0.145
O: -0.87 2.94 -0.58  0.188
C: 1.79 0.32 -1.44  0.003
O: 4.12 -0.65 -0.76  -0.110
H: 4.46 -1.86 0.77  0.108
H: 1.17 3.21 -1.74  0.146
H: 1.28 5.90 -1.94  0.063
C: 0.93 5.43 -1.05  -0.005
C: -2.26 -0.17 -1.15  -0.128
C: 0.26 1.03 1.76  -0.448
C: 4.84 -1.57 -0.33  -0.266
N: -0.67 -0.04 1.84  0.117
C: -2.03 -2.57 -1.68  0.014
H: -1.79 -3.39 0.44  -0.023
C: 0.85 -2.18 -0.80  -0.110
H: -4.08 -1.07 -0.89  0.037
C: -0.50 2.29 1.51  -0.008
C: 2.68 -0.92 -0.93  -0.127
C: -2.97 -1.26 1.86  -0.502
H: -2.21 -1.88 3.85  0.161
C: 2.22 -2.23 -0.95  -0.058
H: 1.22 6.03 -0.34  0.011
N: -2.86 -1.79 0.46  -0.106
H: 2.37 1.50 1.87  0.083
H: 0.30 -3.26 -0.91  0.154
C: -3.36 -0.67 -0.41  -0.152
N: -1.23 -1.25 -1.56  -0.065
H: -2.74 0.23 -2.34  0.193
C: 0.70 -0.10 -1.68  -0.120
H: 4.83 -2.35 -0.92  0.030
C: 0.06 -1.23 -1.35  -0.372
S: 2.13 -0.87 2.34  0.974
C: 1.50 0.86 2.01  -0.313
C: 0.36 -1.14 2.08  -0.740
H: 5.86 -1.19 -0.06  0.118
H: -1.57 2.05 1.65  0.138
H: -3.85 0.22 0.32  0.202
C: -2.41 -2.86 -0.02  -0.248

The frontier orbital gap comes out at 7.133 eV. The largest force on an atom comes out at 15.91 eV/Å. The HOMO energy comes out at -7.20 eV.

=====

| no. | energy (Ha) |
| --- | --- |
| 1 | -3005.41074 |
| 2 | -3162.15852 |
| 3 | -3530.75518 |
| 4 | -3962.45750 |
| 5 | -1937.48150 |
| 6 | -1167.11083 |
| 7 | -1565.31137 |
| 8 | -2038.03159 |